ORCA calculation (ωB97M-V/def2-TZVPD) on a 2-piece molecular cluster, C5H11O2 overall at a distorted geometry.

Geometry as ORCA input:
```
! wB97M-V def2-TZVPD RIJCOSX def2/J DEFGRID3
* xyz -1 1
C -2.470 0.841 0.418
C -2.239 2.162 1.116
C -1.995 -0.382 1.191
H -3.535 0.762 0.140
H -1.862 0.855 -0.494
H -2.570 2.973 0.454
H -1.188 2.414 1.202
H -2.495 -0.403 2.156
H -1.955 -1.377 0.731
H -2.780 2.273 2.056
H -0.892 -0.340 1.170
C 2.762 0.248 -1.014
C 1.694 -0.881 -0.706
O 2.074 -1.894 -0.084
O 0.561 -0.663 -1.213
H 2.988 1.078 -0.352
H 2.516 0.637 -2.006
H 3.599 -0.445 -1.081
*
```

Values from the calculation:
Lowest unoccupied orbital energy = 0.140 Ha
Energy relative to the best compared isomer or geometry (same formula, charge and spin) = 17.0 kcal per mole
HOMO level = -3.9 eV
HOMO-LUMO gap = 7.662 eV